Molecular formula: C29H36N3O13
Method: DFT, the ωB97M-V functional and the def2-TZVPD basis

The geometry in XYZ format:
```
81
Properties=species:S:1:pos:R:3:forces:R:3
C 1.0963 -2.7948 4.5700 0.2 -0.4 -0.7
C -0.3827 -3.0785 4.6013 1.2 -0.5 -2.2
O -0.9025 -3.1355 5.6553 -1.7 0.1 2.9
N -1.1258 -3.3229 3.4280 0.2 1.8 0.1
C -2.5284 -2.9049 3.6826 0.0 -0.7 -0.3
C -0.6547 -2.5292 2.2787 -0.6 -0.1 -0.7
C -1.1340 -3.1153 0.9375 0.6 -0.4 0.5
C -0.0322 -3.2750 -0.1214 -0.7 -0.1 -0.5
C -0.1148 -2.3137 -1.3072 0.3 0.5 0.4
C 0.1677 -0.8059 -0.9917 0.4 -1.1 0.1
C -1.1615 -0.1102 -0.9309 0.0 -0.1 0.4
N -0.9593 1.3162 -0.5011 -0.3 -0.6 0.2
C -0.4703 1.2532 0.9160 0.4 0.5 -0.3
C 0.8859 0.6148 0.9198 0.6 -0.7 0.3
N 0.9428 -0.7003 0.2612 -0.7 0.8 -0.1
H 1.5568 -3.4874 5.2569 0.1 -0.1 0.3
H 1.5652 -2.9142 3.6019 0.2 0.0 0.0
H 1.2745 -1.7922 4.9353 0.0 0.3 0.1
H -3.0765 -2.8564 2.7505 0.0 -0.1 -0.3
H -3.0489 -3.6062 4.3128 0.0 -0.2 0.3
H -2.5472 -1.9187 4.1345 -0.1 0.2 0.2
H -1.0680 -1.5213 2.3880 0.2 0.3 0.1
H 0.4158 -2.4390 2.2187 0.2 -0.1 0.3
H -2.0068 -2.5987 0.5519 -0.1 0.2 -0.2
H -1.4769 -4.1140 1.1802 -0.2 -0.2 0.0
H -0.1693 -4.2611 -0.5525 0.1 -0.2 -0.2
H 0.9525 -3.2999 0.3163 0.3 0.2 0.3
H 0.5698 -2.6282 -2.0839 0.1 -0.1 -0.2
H -1.1236 -2.4028 -1.6992 -0.2 0.0 -0.4
H 0.7308 -0.3820 -1.8168 0.0 0.1 -0.2
H -1.8051 -0.5638 -0.1868 -0.1 0.0 0.3
H -1.6879 -0.1755 -1.8680 0.1 0.3 -0.5
H -1.8400 1.8257 -0.5570 0.2 0.2 -0.2
H -0.2356 1.7242 -1.0981 -0.3 0.3 -0.1
H -1.2002 0.7007 1.4816 -0.3 -0.3 0.1
H -0.3972 2.2543 1.3219 -0.1 0.2 0.0
H 1.6477 1.3021 0.5462 -0.1 0.3 -0.3
H 1.1392 0.4614 1.9654 0.1 0.0 0.2
H 1.9128 -0.8579 0.0227 0.1 -0.3 0.1
C -3.7372 -0.7986 9.2628 -0.1 0.1 0.2
C -3.0167 -1.6700 8.5444 -0.1 0.4 -0.2
C -2.5165 -2.9571 9.1446 0.0 -0.3 0.4
O -1.8862 -3.7224 8.4451 0.0 0.1 -0.2
C -2.8153 -3.2210 10.5486 0.1 0.0 -0.2
C -3.5319 -2.3448 11.2622 0.2 -0.4 0.1
C -4.0527 -1.0764 10.6574 0.0 0.3 -0.4
O -4.7134 -0.3301 11.3553 0.0 -0.1 0.2
O -3.8299 -2.5374 12.5435 -0.2 0.3 0.0
O -2.7123 -1.4382 7.2668 0.1 -0.3 0.1
H -4.1054 0.1279 8.8451 0.0 0.0 0.0
H -2.4377 -4.1401 10.9738 0.0 0.0 0.0
H -4.3555 -1.7605 12.8197 0.0 -0.1 0.0
H -2.1795 -2.1869 6.9244 0.1 -0.1 0.1
C -0.0174 0.0334 -5.8329 0.1 0.1 0.4
C 0.2202 -0.0914 -7.1484 -0.4 -0.1 0.1
C 1.5752 0.1977 -7.7342 0.6 0.2 0.1
O 1.7294 0.0493 -8.9272 -0.3 -0.1 0.0
C 2.6293 0.6460 -6.8310 0.0 -0.3 -0.2
C 2.3834 0.7715 -5.5252 0.3 0.1 -0.1
C 1.0417 0.4590 -4.9423 -0.5 -0.2 -0.3
O 0.8868 0.5770 -3.7285 0.2 0.2 0.1
O 3.3183 1.1844 -4.6596 -0.3 0.0 0.2
O -0.7083 -0.4726 -8.0036 0.3 0.0 -0.2
H -0.9859 -0.1738 -5.3999 0.0 0.0 -0.1
H 3.5926 0.8679 -7.2605 0.0 0.0 0.0
H 2.8936 1.1896 -3.7828 0.1 0.0 -0.1
H -0.2825 -0.4854 -8.8859 -0.1 0.0 0.0
C 2.2898 5.1361 -8.1172 0.1 -0.3 0.1
C 2.1186 6.4556 -7.9545 -0.2 -0.2 -0.3
C 2.9685 7.2505 -7.0041 0.4 0.0 0.4
O 2.7721 8.4461 -6.9165 -0.2 0.0 -0.2
C 3.9818 6.5425 -6.2311 -0.1 0.2 0.0
C 4.1487 5.2247 -6.3934 0.2 0.2 0.3
C 3.3166 4.4378 -7.3626 -0.4 0.1 -0.4
O 3.5334 3.2424 -7.4721 0.2 0.1 0.2
O 5.0552 4.5288 -5.7115 -0.2 -0.3 -0.2
O 1.1982 7.1419 -8.6153 0.1 0.3 0.2
H 1.6868 4.5544 -8.8003 0.0 0.0 0.0
H 4.5766 7.1205 -5.5380 0.0 0.0 0.0
H 4.9733 3.6032 -6.0147 0.0 0.1 0.0
H 1.2856 8.0710 -8.3207 0.0 0.0 -0.1
```
Forces are in eV/Å.

relative energy (zero: lowest compared OMol25 entry of this formula, charge and spin): 0.0 kJ/mol
F_max: 3.37 eV Å⁻¹
net charge: +1
lowest unoccupied orbital energy: -3.949 eV

---

Molecular formula: C23H13Br2Cl2CrF3NO4S4
Method: DFT, the ωB97M-V functional and the def2-TZVPD basis

The geometry in XYZ format:
```
53
Properties=species:S:1:pos:R:3:forces:R:3
Cr -0.1266 0.4160 -0.1941 0.9 0.5 -0.7
Cl -2.3597 -0.6964 0.2687 -0.2 -0.3 0.2
C -3.0857 -1.1603 -1.2535 0.1 0.0 0.2
C -4.1205 -2.0704 -1.2047 0.0 0.0 -0.1
C -4.7425 -2.4464 -2.3869 0.0 0.0 0.1
C -4.3000 -1.8854 -3.5744 0.0 0.0 -0.1
C -3.2639 -0.9728 -3.5746 0.0 0.0 -0.1
Cl -2.7798 -0.3239 -5.1191 0.0 0.0 0.0
C -2.5863 -0.5527 -2.4123 0.0 -0.1 -0.2
S -1.2980 0.6017 -2.4378 -0.3 -0.4 0.4
H -4.4305 -2.4746 -0.2517 0.0 0.0 0.0
H -5.5489 -3.1661 -2.3829 0.0 0.0 0.0
H -4.7521 -2.1578 -4.5186 0.0 0.0 0.0
C 1.1821 -2.3944 1.6430 0.0 -0.1 0.0
C 0.7259 -1.2587 2.4926 0.0 0.1 0.0
C 0.9388 -1.3359 3.8921 0.0 0.1 0.0
C 0.5339 -0.3360 4.7187 0.0 0.0 -0.1
C -0.1251 0.7875 4.1692 0.1 -0.1 0.2
C -0.6519 1.8658 4.9188 0.0 0.0 0.0
Br -0.4668 1.8949 6.8179 0.0 0.0 0.0
C -1.3101 2.8931 4.3019 0.0 0.0 0.1
C -1.4626 2.9032 2.9167 0.0 0.0 0.0
Br -2.4002 4.3322 2.1075 0.0 0.0 0.0
C -0.9466 1.8969 2.0939 0.0 -0.1 -0.2
O -1.0537 1.8792 0.8259 -0.6 -0.2 0.8
C -0.2768 0.8094 2.7729 0.0 -0.1 -0.2
N 0.1560 -0.1971 1.9513 -0.2 -0.1 0.3
H 1.5111 -3.2193 2.2761 0.0 0.0 0.0
H 2.0057 -2.0940 0.9968 0.0 0.0 0.0
H 0.3896 -2.7364 0.9828 0.0 0.0 0.0
H 1.4390 -2.2111 4.2839 0.0 0.0 0.0
H 0.7011 -0.3920 5.7856 0.0 0.0 0.0
H -1.7215 3.7057 4.8843 0.0 0.0 0.0
S 2.2427 0.5887 0.1067 -0.2 -0.8 0.6
C 2.9474 1.8669 -0.8167 -0.3 0.0 -0.1
C 4.3137 2.0899 -0.9123 0.1 0.1 0.0
C 4.7949 3.1296 -1.6966 0.0 0.1 0.0
C 3.9009 3.9414 -2.3888 0.1 0.0 0.0
C 2.5338 3.7209 -2.2900 -0.1 0.1 0.0
C 2.0393 2.6954 -1.4879 0.0 -0.2 0.0
S 0.3397 2.3946 -1.2177 0.9 1.4 -0.8
H 4.9912 1.4410 -0.3721 0.0 0.0 0.0
H 5.8625 3.2989 -1.7747 0.0 0.0 0.0
H 4.2699 4.7466 -3.0148 0.0 0.0 0.0
H 1.8342 4.3489 -2.8276 0.0 0.0 0.0
F -0.3812 -4.3799 -1.3009 0.0 0.0 0.0
C 0.0069 -3.6598 -2.3708 0.1 -0.1 -0.2
F 0.6500 -4.5058 -3.2070 -0.2 0.1 0.1
F -1.0986 -3.2349 -2.9908 0.1 -0.1 0.0
S 1.1240 -2.2764 -1.8948 0.0 0.3 0.1
O 1.4339 -1.6283 -3.1315 0.0 0.0 -0.1
O 2.1992 -2.9398 -1.2032 0.1 -0.2 -0.1
O 0.2222 -1.5421 -0.9983 -0.1 -0.1 0.1
```
Forces are in eV/Å.

relative energy (zero: lowest compared OMol25 entry of this formula, charge and spin): 112.6 kJ/mol
multiplicity: 2
F_max: 1.83 eV Å⁻¹
net charge: -2
lowest unoccupied orbital energy (alpha / beta): 3.707 / 3.707 eV

---

Molecular formula: C20H11Cl3F5N2O2SSn
Method: DFT, the ωB97M-V functional and the def2-TZVPD basis

The geometry in XYZ format:
```
45
Properties=species:S:1:pos:R:3:forces:R:3
Sn 0.1172 0.7904 -0.4639 -0.1 0.4 0.0
C 0.3581 1.2307 2.6966 0.1 0.1 0.0
N 0.0890 0.3193 1.5620 -0.1 -0.3 0.2
C -0.0990 -0.9571 1.7604 0.1 0.1 0.1
C -0.2235 -1.8193 0.6554 -0.1 0.1 -0.2
C -0.4774 -3.1768 0.4890 0.0 0.1 0.1
C -0.5225 -3.4147 -0.8868 0.0 0.0 -0.1
C -0.3034 -2.2039 -1.5265 0.0 0.0 0.1
N -0.1224 -1.2322 -0.6030 0.1 -0.2 0.0
C -0.7786 1.2745 3.6806 0.0 0.0 0.1
C -2.0331 1.7446 3.3018 0.0 0.0 -0.1
C -3.0747 1.7581 4.2133 0.0 0.0 0.0
C -2.8708 1.3127 5.5142 0.0 0.0 0.0
C -1.6217 0.8529 5.8993 0.0 0.0 0.0
C -0.5771 0.8379 4.9840 0.0 -0.1 0.0
H 0.5728 2.2143 2.2763 -0.1 0.0 0.0
H 1.2699 0.8870 3.1868 0.0 0.0 0.0
H -0.1399 -1.3320 2.7800 0.0 0.0 0.0
H -0.6202 -3.8959 1.2791 0.0 0.0 0.0
H -0.7016 -4.3577 -1.3737 0.0 0.0 0.0
H -0.2762 -1.9860 -2.5822 0.0 0.0 0.0
H -2.1951 2.1148 2.2952 0.0 0.0 0.0
H -4.0459 2.1298 3.9150 0.0 0.0 0.0
H -3.6837 1.3351 6.2270 0.0 0.0 0.0
H -1.4566 0.5074 6.9107 0.0 0.0 0.0
H 0.4006 0.4830 5.2891 0.0 0.0 0.0
Cl -3.7670 2.7144 -2.8844 0.0 0.0 0.0
C -3.1736 3.0138 -1.2649 0.0 0.0 -0.1
Cl -4.3315 2.4110 -0.0572 0.0 0.0 0.0
Cl -2.8479 4.7221 -1.0208 0.0 0.0 0.0
C -1.9043 2.2076 -0.9918 -0.1 0.0 0.5
O -1.6209 1.1727 -1.6573 0.1 -0.1 -0.2
O -1.1606 2.5166 -0.0186 0.1 0.0 -0.2
F 5.5931 -2.8070 -1.2072 -0.1 0.1 0.0
C 4.7777 -1.7675 -1.2254 0.0 -0.1 0.0
C 4.3909 -1.2123 -2.4360 0.0 0.0 0.0
F 4.8435 -1.7207 -3.5706 0.0 0.0 0.0
C 3.5240 -0.1306 -2.4478 0.1 0.0 -0.1
F 3.1545 0.3780 -3.6173 0.0 0.0 0.0
C 3.0489 0.4189 -1.2647 -0.1 0.2 0.1
S 2.0299 1.8879 -1.2840 -0.1 -0.4 0.0
C 3.4451 -0.1600 -0.0655 0.1 -0.1 0.0
F 2.9628 0.3148 1.0927 0.1 0.0 -0.1
C 4.3015 -1.2442 -0.0316 -0.1 0.0 0.0
F 4.6591 -1.7844 1.1259 0.0 0.0 0.0
```
Forces are in eV/Å.

F_max: 0.46 eV Å⁻¹
net charge: +1
lowest unoccupied orbital energy: -4.077 eV

---

Molecular formula: C3H10NS
Method: DFT, the ωB97M-V functional and the def2-TZVPD basis

The geometry in XYZ format:
```
15
Properties=species:S:1:pos:R:3:forces:R:3
C 2.9446 -0.4818 0.7099 -2.0 -0.7 -0.8
S 2.5248 -2.1379 -0.0904 0.8 0.6 0.0
H 1.9216 -0.2720 1.0754 0.9 0.7 0.5
H 3.2856 0.3406 0.0970 -0.3 0.1 -1.1
H 3.7190 -0.4622 1.4321 0.5 -0.7 1.4
C -1.9145 1.4337 -0.0016 -1.1 -2.7 -2.5
N -0.7871 0.5359 -0.2795 -0.5 0.8 0.1
C -1.1634 -0.8519 -0.5467 1.1 -0.2 -1.6
H -2.6212 1.7019 -0.9815 1.8 -0.1 2.1
H -1.5488 2.2396 0.5773 -0.2 1.2 0.3
H -2.5458 0.7434 0.5654 -0.4 0.8 0.4
H -0.0601 1.0247 -0.7933 -0.1 -1.0 -0.2
H -1.4817 -1.3266 0.3515 -0.7 -0.1 1.0
H -1.9901 -0.9653 -1.3139 0.8 0.1 0.5
H -0.2828 -1.5222 -0.8017 -0.7 1.2 -0.1
```
Forces are in eV/Å.

relative energy (zero: lowest compared OMol25 entry of this formula, charge and spin): 210.3 kJ/mol
F_max: 3.85 eV Å⁻¹
net charge: -1
lowest unoccupied orbital energy: 3.605 eV